# 1
Formula: C15H20CsF5GeIOSeTe
Source: the Open Molecules 2025 dataset
Level of theory: ωB97M-V/def2-TZVPD

Summary:
- HOMO energy: -4.160 eV
- Electronic energy: -169320.28829 eV
- Total charge: -1
- Spin multiplicity: 1

Each line ends with the Mulliken charge.
Cartesian coordinates (Å):
Cs (-3.27711, -0.69049, -0.06021)  1.042
I (-1.19102, -0.81671, 2.86724)  -0.044
C (-1.58784, 1.24594, 2.99132)  -0.191
C (-1.85162, 1.75495, 4.23206)  -0.703
C (-2.13637, 3.12681, 4.37290)  -0.489
C (-2.16002, 3.93006, 3.27104)  -0.843
C (-1.89235, 3.40777, 1.98291)  1.063
C (-1.92939, 4.24753, 0.84654)  -0.861
C (-1.65420, 3.72454, -0.38528)  -0.555
C (-1.32389, 2.35852, -0.52253)  -0.468
C (-1.26035, 1.45031, 0.52252)  -1.686
C (-1.57731, 2.02541, 1.80041)  1.632
H (-1.84535, 1.11051, 5.10064)  0.354
H (-2.34054, 3.53072, 5.35704)  0.360
H (-2.38586, 4.98695, 3.36592)  0.316
H (-2.17652, 5.29587, 0.97517)  0.305
H (-1.68389, 4.36594, -1.26165)  0.356
H (-1.09040, 2.02563, -1.53669)  0.390
C (3.19437, -3.30175, -2.98808)  -1.127
Ge (4.22802, -1.98768, -1.96170)  0.453
C (6.15467, -2.32300, -2.23623)  -1.134
C (3.78950, -0.17687, -2.57655)  -1.219
C (3.77390, -2.20083, -0.05181)  -0.969
Se (1.87832, -1.81862, 0.32028)  0.010
C (2.06257, 0.07734, 0.68988)  0.090
H (3.37568, -3.18923, -4.05746)  0.365
H (2.13030, -3.16119, -2.80117)  0.341
H (3.46440, -4.31868, -2.70161)  0.346
H (6.41758, -2.23547, -3.29078)  0.349
H (6.42292, -3.32621, -1.90280)  0.346
H (6.75774, -1.60779, -1.67589)  0.349
H (4.00426, -0.07842, -3.64137)  0.381
H (4.37024, 0.57558, -2.04233)  0.358
H (2.73068, 0.02764, -2.41968)  0.364
H (4.37392, -1.55744, 0.59217)  0.378
H (3.95897, -3.22928, 0.26095)  0.389
H (2.60729, 0.55913, -0.11895)  0.217
H (2.57414, 0.22545, 1.63850)  0.321
H (1.04675, 0.47999, 0.72214)  -0.539
F (-6.21006, -2.15297, -2.38444)  -0.456
Te (-6.46871, -2.13262, -0.49876)  2.126
F (-6.99745, -1.93438, 1.31238)  -0.449
F (-8.17312, -1.46095, -0.90494)  -0.402
F (-5.97353, -0.29205, -0.50449)  -0.526
F (-7.30001, -3.82595, -0.57677)  -0.444
O (-4.82933, -2.71398, -0.11984)  -0.896



# 2
Formula: C50H74F7N10O5PS
Source: the Open Molecules 2025 dataset
Level of theory: ωB97M-V/def2-TZVPD

Summary:
- HOMO energy: -7.696 eV
- Electronic energy: -117304.15863 eV
- Spin multiplicity: 1

Each line ends with the Mulliken charge.
Cartesian coordinates (Å):
C (2.42812, 3.83822, 0.50115)  -0.662
C (2.05474, 4.28854, -1.03035)  -0.177
O (2.31246, 3.11199, -1.92001)  -0.279
C (1.17005, 2.91275, -2.83933)  -0.394
C (-0.07155, 2.21289, -1.99054)  0.717
C (0.06893, 0.90512, -1.23246)  0.132
S (1.70261, -0.08632, -1.24212)  1.204
O (1.36703, -1.46969, -0.55933)  -0.566
O (2.80252, 0.55597, -0.35100)  -0.556
C (2.22390, -0.39988, -3.01561)  0.471
F (3.23825, 0.56273, -3.54171)  -0.257
F (0.98995, -0.16845, -3.85650)  -0.279
C (2.70373, -1.93392, -3.33775)  0.518
F (1.59646, -2.94453, -3.16089)  -0.216
F (3.02337, -1.96821, -4.81202)  -0.284
C (4.06767, -2.41468, -2.56630)  0.646
F (3.69604, -3.43612, -1.55917)  -0.139
F (4.89920, -1.32052, -2.01458)  -0.203
F (4.92264, -3.10230, -3.60502)  -0.255
C (-1.27773, 0.37615, -0.39299)  -0.134
O (-1.60161, -0.90808, -0.22377)  -0.504
C (-2.28651, 1.55675, 0.21508)  0.390
C (-3.15512, 1.42164, 1.60122)  -0.711
C (-4.13063, 2.69923, 2.04397)  0.120
P (-5.24641, 2.67762, 3.63470)  0.540
N (-6.79470, 2.58760, 3.07167)  -0.916
C (-4.23046, 4.11209, 1.15610)  -0.526
C (-3.34344, 4.25501, -0.21522)  0.618
C (-3.45596, 5.64941, -1.09489)  -0.670
C (-4.57908, 5.38712, -2.27386)  -0.291
N (-5.60520, 4.39249, -1.77790)  -0.532
C (-2.41910, 2.97602, -0.65993)  0.261
C (-1.51054, 3.06489, -2.03082)  -0.254
O (-1.83735, 3.70867, -3.15398)  -0.542
H (3.57859, 3.54213, 0.49605)  0.250
H (1.75711, 2.90743, 0.79050)  0.069
H (2.20035, 4.67447, 1.31748)  0.313
H (2.68255, 5.22077, -1.42765)  0.290
H (0.93624, 4.63232, -1.02950)  0.097
H (1.43708, 2.35755, -3.83458)  -0.392
H (0.82900, 4.00987, -3.16396)  0.450
H (-3.07298, 0.44846, 2.25604)  0.312
H (-5.16837, 3.97333, 4.32192)  0.096
H (-4.95102, 1.57246, 4.51909)  0.089
H (-6.75511, 2.53187, 2.02005)  0.264
H (-4.93020, 4.99627, 1.48440)  0.196
H (-3.68557, 6.59718, -0.42098)  0.386
H (-2.41754, 5.76376, -1.65204)  0.169
H (-5.14395, 6.38068, -2.57286)  0.355
H (-4.12718, 4.95579, -3.27304)  0.133
H (-5.31804, 3.38950, -1.98565)  0.205
H (-6.53186, 4.59456, -2.21995)  0.234
C (2.71677, -6.23478, -3.01215)  -0.775
C (2.09338, -7.19096, -4.02405)  -0.835
C (0.97684, -8.04753, -3.42385)  0.052
C (1.53267, -8.89557, -2.29138)  0.282
N (1.99373, -9.59901, -1.35200)  -0.604
H (3.19529, -6.77384, -2.18830)  0.260
H (3.48840, -5.62420, -3.49168)  0.253
H (1.96118, -5.56151, -2.59141)  0.240
H (2.87991, -7.83756, -4.43207)  0.318
H (1.68874, -6.60956, -4.85980)  0.374
H (0.55402, -8.70479, -4.19090)  -0.057
H (0.17102, -7.41393, -3.03774)  0.420
C (-0.72102, 1.92489, -8.34674)  -1.404
C (0.79247, 2.07338, -8.46564)  -0.354
C (1.46654, 2.38675, -7.12847)  0.462
C (0.93074, 3.69860, -6.57838)  0.204
N (0.48629, 4.78676, -6.12208)  -0.598
H (-1.19310, 2.85368, -8.01089)  0.383
H (-1.15573, 1.67346, -9.31934)  0.383
H (-0.98287, 1.12934, -7.63981)  0.308
H (1.01509, 2.86686, -9.18954)  0.223
H (1.21016, 1.14395, -8.86808)  0.345
H (2.54996, 2.46978, -7.26429)  0.109
H (1.27532, 1.58734, -6.40443)  -0.013
C (-0.81682, 2.90357, 6.70914)  -1.061
C (-0.08419, 3.21600, 5.40819)  -0.466
C (-0.74565, 4.33958, 4.60779)  -0.353
C (-2.16427, 3.93912, 4.23661)  0.412
N (-3.34100, 3.60694, 3.92873)  -0.432
H (-1.83530, 2.54760, 6.52399)  0.359
H (-0.29327, 2.11604, 7.26038)  0.319
H (-0.87239, 3.79032, 7.35086)  0.244
H (-0.03672, 2.30423, 4.80024)  0.304
H (0.94747, 3.50174, 5.64117)  0.338
H (-0.17625, 4.53460, 3.69297)  0.164
H (-0.77385, 5.26452, 5.19392)  0.332
C (3.53861, -7.67977, 1.14631)  -1.157
C (2.11605, -7.22785, 1.46081)  -0.295
C (2.01083, -6.47406, 2.78796)  -0.334
C (2.45520, -7.37647, 3.92762)  0.208
N (2.82382, -8.12501, 4.87294)  -0.478
H (3.91330, -8.38535, 1.89469)  0.428
H (3.57045, -8.18769, 0.17721)  0.254
H (4.22224, -6.82406, 1.10591)  0.285
H (1.46062, -8.10721, 1.47938)  0.261
H (1.76213, -6.57950, 0.65172)  0.222
H (0.97605, -6.16015, 2.96066)  0.309
H (2.63962, -5.57727, 2.77208)  0.277
C (4.57470, 2.07733, -9.18556)  -0.838
C (5.30734, 2.38977, -10.48651)  -0.555
C (4.64588, 3.51335, -11.28691)  -0.385
C (3.22726, 3.11289, -11.65809)  0.286
N (2.05052, 2.78071, -11.96597)  -0.490
H (3.55622, 1.72137, -9.37070)  0.094
H (5.09825, 1.28981, -8.63432)  0.342
H (4.51913, 2.96409, -8.54384)  0.317
H (5.35481, 1.47799, -11.09446)  0.317
H (6.33900, 2.67551, -10.25353)  0.324
H (5.21527, 3.70836, -12.20173)  0.307
H (4.61767, 4.43829, -10.70078)  0.288
C (2.95181, 2.57253, 9.44552)  -0.908
C (2.97733, 3.46088, 10.68529)  -0.462
C (1.68625, 3.37986, 11.50209)  -0.320
C (0.51114, 3.83369, 10.65135)  0.248
N (-0.46361, 4.21013, 9.94565)  -0.508
H (2.16454, 2.87504, 8.74768)  0.141
H (3.90384, 2.64060, 8.90963)  0.330
H (2.78748, 1.52366, 9.71771)  0.310
H (3.15688, 4.49755, 10.37500)  0.288
H (3.82071, 3.16353, 11.31817)  0.311
H (1.75974, 4.02262, 12.38560)  0.293
H (1.50990, 2.35371, 11.84237)  0.287
C (-5.71422, 4.59749, 12.85958)  -1.150
C (-4.34894, 5.09551, 12.39609)  -0.470
C (-4.02155, 4.68366, 10.95950)  -0.167
C (-4.00446, 3.16754, 10.85126)  0.176
N (-3.99029, 1.90993, 10.76148)  -0.497
H (-5.76405, 3.50400, 12.86802)  0.353
H (-5.91717, 4.93921, 13.87948)  0.330
H (-6.51115, 4.97433, 12.20833)  0.299
H (-3.58084, 4.71024, 13.07784)  0.278
H (-4.32570, 6.18837, 12.46942)  0.332
H (-3.04073, 5.07566, 10.67060)  0.196
H (-4.76634, 5.08630, 10.26450)  0.318
C (-3.34283, -12.05089, -5.47692)  -1.132
C (-2.55218, -12.01131, -4.17302)  -0.439
C (-2.25131, -10.58698, -3.70253)  -0.276
C (-1.42069, -9.86466, -4.75084)  0.354
N (-0.73170, -9.26551, -5.62041)  -0.612
H (-2.78328, -11.60007, -6.30273)  0.350
H (-3.55915, -13.08621, -5.75885)  0.336
H (-4.29551, -11.51881, -5.37439)  0.293
H (-1.61452, -12.56377, -4.31005)  0.292
H (-3.12220, -12.53224, -3.39588)  0.318
H (-1.69608, -10.61243, -2.75902)  0.275
H (-3.18106, -10.03270, -3.53460)  0.325



# 3
Formula: C12H12O4Sn
Source: the Open Molecules 2025 dataset
Level of theory: ωB97M-V/def2-TZVPD

Summary:
- HOMO energy: -14.294 eV
- Electronic energy: -26639.36873 eV
- Total charge: +2
- Spin multiplicity: 1

Each line ends with the Mulliken charge.
Cartesian coordinates (Å):
Sn (-32.04759, 9.31206, -16.67137)  1.526
C (-32.67028, 13.76512, -17.49249)  -0.714
C (-33.69386, 14.67923, -17.75217)  -0.421
C (-34.75101, 14.92641, -16.83907)  -0.019
C (-34.70242, 14.27061, -15.61023)  -0.453
C (-33.71993, 13.33968, -15.36204)  -0.394
C (-32.74139, 13.07877, -16.30231)  1.150
O (-31.83516, 12.05203, -16.04764)  -0.603
O (-35.77099, 15.77087, -17.07428)  -0.488
H (-31.93729, 13.58223, -18.26469)  0.427
H (-33.71886, 15.13354, -18.73432)  0.428
H (-35.45912, 14.36855, -14.84357)  0.470
H (-33.76113, 12.83495, -14.40153)  0.241
H (-31.89057, 11.93055, -15.08564)  0.351
H (-35.46848, 16.58560, -17.49911)  0.360
C (-37.52841, 11.50724, -14.03357)  -0.762
C (-36.35860, 10.77535, -14.24028)  -0.359
C (-35.81778, 10.72484, -15.52593)  0.304
C (-36.31320, 11.45927, -16.59309)  -0.274
C (-37.40864, 12.29254, -16.36134)  -0.607
C (-38.02332, 12.20751, -15.13022)  0.419
O (-39.16469, 12.93416, -14.92913)  -0.536
O (-34.59969, 10.00533, -15.63047)  -0.405
H (-38.02840, 11.53926, -13.07753)  0.444
H (-35.81451, 10.29030, -13.43791)  0.312
H (-35.83460, 11.63895, -17.54736)  0.417
H (-37.71809, 13.05866, -17.05639)  0.463
H (-39.13996, 13.46410, -14.12566)  0.337
H (-34.25595, 9.87514, -14.73734)  0.387



# 4
Formula: C5H11NO
Source: the Open Molecules 2025 dataset
Level of theory: ωB97M-V/def2-TZVPD

Summary:
- HOMO energy: -9.351 eV
- Electronic energy: -8900.54471 eV
- Spin multiplicity: 1
- SMILES string: CCC(=O)N(C)C

Each line ends with the Mulliken charge.
Cartesian coordinates (Å):
C (0.81196, 1.99422, 0.16458)  -1.219
C (0.53438, 1.11489, -1.03687)  -0.435
C (-0.67322, 0.20016, -0.77512)  0.421
O (-1.78877, 0.62422, -0.92876)  -0.583
N (-0.44179, -1.09832, -0.31089)  -0.050
C (-1.51530, -1.47766, 0.63528)  -0.880
C (0.86585, -1.37339, 0.27302)  -1.053
H (0.08752, 1.91515, 0.97794)  0.346
H (0.58772, 3.03141, -0.13511)  0.319
H (1.78883, 2.07660, 0.61814)  0.341
H (0.20744, 1.61591, -1.95240)  0.337
H (1.38066, 0.55457, -1.35902)  0.440
H (-2.41410, -1.75667, 0.09421)  0.282
H (-1.83613, -0.72436, 1.36187)  0.282
H (-1.15614, -2.34139, 1.19279)  0.361
H (1.05798, -0.70037, 1.11208)  0.331
H (1.65552, -1.23092, -0.45831)  0.339
H (0.84758, -2.42405, 0.52659)  0.420



Look up the HOMO energy of the fourth one.
-9.351 eV



Among the records above, which one has the lowest electronic energy?
C15H20CsF5GeIOSeTe



What is the HOMO energy in the second record?
-7.696 eV